Record 1
17
Properties=species:S:1:pos:R:3:forces:R:3:nbo_charge:R:1 method="wB97M-V/def2-TZVPD" smiles="[NH3+][C@@H](CO)CC=O" multiplicity=1 total_charge=+1 de_lowest_kcal_mol=34.7 largest_force_ha_per_bohr=0.041 total_energy_ev=-9888.0828
N -1.138 -0.847 -0.338 -0.58 -0.47 1.56 -0.678
C -0.653 0.500 0.078 0.97 1.27 -0.95 -0.052
C 0.079 0.411 1.390 -1.08 -1.30 1.23 -0.098
O -0.800 -0.389 2.232 0.52 0.70 0.00 -0.751
C 0.242 1.137 -1.016 -0.54 0.53 0.24 -0.538
C 1.412 0.245 -1.338 0.41 -0.89 1.02 0.434
O 1.256 -0.934 -1.543 -0.31 -0.22 -0.50 -0.536
H -1.673 -0.878 -1.203 0.40 0.06 -0.30 0.451
H -0.382 -1.538 -0.306 0.08 0.11 -0.73 0.469
H -1.774 -1.136 0.412 -0.11 -0.09 0.09 0.459
H -1.528 1.124 0.227 -0.20 -0.04 -0.10 0.242
H 1.020 -0.119 1.319 0.41 0.03 -0.22 0.193
H 0.227 1.385 1.852 0.05 0.17 -0.39 0.221
H -0.658 -0.113 3.151 -0.18 -0.33 -0.26 0.506
H 0.613 2.092 -0.635 -0.09 -0.03 0.02 0.256
H -0.404 1.392 -1.863 0.38 -0.23 -0.23 0.263
H 2.447 0.551 -1.116 -0.12 0.71 -0.49 0.160



Record 2
88
Properties=species:S:1:pos:R:3:forces:R:3:mulliken_charge:R:1 method="wB97M-V/def2-TZVPD" multiplicity=1 total_charge=+3 de_lowest_kcal_mol=116.2 largest_force_ha_per_bohr=0.144 total_energy_ev=-75128.1217
Tl 0.033 -0.046 -0.002 -0.74 -0.33 -0.58 3.293
P 1.239 -1.007 1.846 1.58 -1.50 1.96 0.456
P -1.707 0.980 1.318 -3.07 0.64 0.99 0.558
P 1.318 2.035 -0.212 1.26 1.93 -0.84 0.824
H 2.997 -2.052 -9.071 0.24 0.12 0.00 0.282
C 3.925 -1.582 -8.744 1.05 -0.82 0.78 -0.599
C 4.936 -2.318 -8.219 -1.21 0.84 -0.42 -0.484
H 4.848 -3.399 -8.107 0.07 0.28 -0.08 0.259
C 0.995 -2.756 2.149 -0.18 -1.04 0.00 -1.290
C 0.974 -0.323 3.486 -0.21 0.46 0.65 -1.198
C 3.014 -0.862 1.607 0.72 0.18 -0.07 -1.111
C -2.830 1.948 0.305 -0.50 0.40 -0.34 -0.906
C -2.793 -0.119 2.203 -0.80 -0.70 0.59 -0.808
C -1.201 2.091 2.609 0.61 0.83 1.01 -1.093
C 2.799 1.798 -1.188 0.78 -0.53 -0.67 -1.351
C 1.885 2.934 1.213 0.63 0.73 0.94 -1.426
C 0.413 3.275 -1.152 -0.17 0.59 -0.15 -1.414
H 4.017 -0.503 -8.865 0.01 -0.23 -0.07 0.293
H 5.868 -1.850 -7.901 -0.19 -0.14 -0.14 0.272
H 1.046 -3.355 1.228 0.01 0.26 0.24 0.265
H 0.021 -2.947 2.625 0.31 0.13 -0.20 0.288
H 1.787 -3.116 2.841 -0.39 0.33 -0.38 0.653
H -0.075 -0.425 3.796 0.30 -0.01 -0.06 0.308
H 1.249 0.737 3.540 -0.02 -0.22 0.03 0.298
H 1.603 -0.880 4.211 -0.31 0.24 -0.47 0.584
H 3.341 -1.429 0.728 -0.14 0.06 0.18 0.282
H 3.535 -1.263 2.506 -0.35 0.31 -0.53 0.574
H 3.305 0.189 1.454 0.00 -0.31 0.16 0.304
H -3.649 2.316 0.956 0.40 -0.16 -0.33 0.569
H -3.257 1.343 -0.503 0.10 0.09 0.30 -0.179
H -2.323 2.810 -0.142 -0.09 -0.11 0.10 0.282
H -3.480 0.509 2.804 0.31 -0.23 -0.24 0.654
H -2.239 -0.770 2.895 -0.12 0.21 -0.18 0.339
H -3.401 -0.747 1.537 0.35 0.40 0.12 -0.221
H -1.773 3.029 2.521 0.21 -0.29 0.04 0.454
H -0.134 2.333 2.615 -0.32 0.00 0.02 0.031
H -1.448 1.630 3.579 0.14 0.23 -0.34 0.478
H 3.441 2.667 -1.043 0.05 0.02 -0.16 0.742
H 2.546 1.706 -2.263 0.13 0.18 0.56 0.275
H 3.353 0.883 -0.908 -0.22 0.56 -0.01 0.226
H 2.773 3.521 0.907 -0.40 -0.18 0.28 0.552
H 2.176 2.283 2.049 0.00 0.21 -0.22 0.307
H 1.121 3.640 1.565 0.24 -0.19 -0.09 0.494
H 1.136 4.029 -1.516 -0.43 -0.25 0.16 0.532
H -0.333 3.772 -0.513 0.27 -0.08 -0.24 0.399
H -0.102 2.824 -2.006 0.12 0.10 0.04 0.303
C 1.792 -0.662 -2.535 -0.15 -0.33 0.55 -0.290
C 0.826 -0.141 -3.449 -0.62 0.40 -0.55 0.491
C 1.112 -0.043 -4.798 -1.36 0.44 0.81 -0.910
C 2.354 -0.429 -5.295 0.30 0.02 -1.04 -0.443
C 3.312 -0.923 -4.414 1.19 -0.52 0.64 -0.627
C 3.050 -1.035 -3.070 0.96 -0.38 -0.41 -0.051
O 1.616 -0.808 -1.262 0.62 -0.81 -1.94 -0.552
H -0.850 0.682 -1.355 -0.37 -0.07 -0.21 -0.637
H -0.145 0.171 -3.044 0.43 -0.14 -0.43 0.258
H 0.347 0.345 -5.476 0.28 -0.12 0.21 0.507
H 2.576 -0.344 -6.375 -0.09 -0.11 0.71 0.368
H 4.294 -1.231 -4.788 -0.40 0.13 0.06 0.485
H 3.787 -1.423 -2.366 -0.09 0.05 -0.28 0.536
C -1.841 -4.916 0.385 0.16 1.05 -0.06 -0.921
N -2.864 -3.812 0.458 0.08 0.56 0.03 -0.135
C -3.018 -3.455 1.919 0.72 0.80 -1.19 -0.587
P -2.443 -2.491 -0.613 -5.66 -4.20 -2.26 0.084
O -1.239 -1.912 -0.069 3.20 1.95 0.60 -0.594
N -2.187 -3.321 -2.144 -0.14 1.29 0.26 0.050
C -1.594 -2.507 -3.272 -0.57 0.45 1.52 -0.832
C -3.342 -4.106 -2.673 -0.22 0.91 0.29 -1.078
N -3.841 -1.338 -0.720 1.12 -0.79 -0.12 0.331
C -5.188 -1.940 -0.459 0.66 -0.92 -0.34 -0.945
C -3.925 -0.553 -2.007 0.22 -1.40 0.35 -1.466
H -2.107 -5.749 1.033 -0.27 0.21 0.06 0.387
H -0.856 -4.511 0.703 -0.36 -0.42 -0.17 0.173
H -1.771 -5.274 -0.628 0.13 -0.15 -0.26 0.325
H -2.091 -2.927 2.251 -0.62 -0.34 0.04 -0.062
H -3.876 -2.811 2.072 -0.07 0.08 0.02 0.164
H -3.154 -4.331 2.540 -0.01 -0.34 -0.26 0.459
H -0.767 -1.929 -2.840 -0.18 -0.13 -0.31 0.114
H -1.214 -3.130 -4.070 0.07 -0.44 0.07 0.487
H -2.354 -1.823 -3.703 0.50 -0.32 0.10 0.268
H -3.061 -4.712 -3.538 0.30 0.15 0.20 0.397
H -3.711 -4.752 -1.892 -0.23 -0.25 0.17 0.405
H -4.148 -3.415 -2.992 0.23 -0.48 0.03 0.250
H -5.990 -1.226 -0.630 0.23 0.26 -0.12 0.453
H -5.332 -2.814 -1.127 -0.25 0.46 0.47 0.334
H -5.255 -2.263 0.572 -0.05 -0.16 0.10 0.300
H -2.947 -0.140 -2.242 0.05 0.06 -0.21 0.437
H -4.283 -1.217 -2.820 0.30 0.48 0.23 0.308
H -4.647 0.253 -1.923 -0.06 0.08 0.31 0.411